Here is a molecular structure, C2F30O6P4PdS2 from OMol25. Energies are from ωB97M-V/def2-TZVPD.

As for the expectation value of S²: 2.002. As for the multiplicity: 3. The frontier orbital gap (alpha / beta) comes out at 7.91 / 7.89 eV. The value obtained for the LUMO energy (alpha / beta) is 8.54 / 8.54 eV. For the largest force on an atom, the calculation gives 3.79 eV Å⁻¹. The calculation puts the energy relative to the best compared isomer or geometry (same formula, charge and spin) at 0.0 kJ/mol. For the highest occupied orbital energy (alpha / beta), the calculation gives 0.63 / 0.65 eV. Its net charge is -4.

XYZ file:
```
45
Properties=species:S:1:pos:R:3:forces:R:3:lowdin_charge:R:1
Pd -0.354636 -0.101135 -0.052595 1.55 1.23 -0.43 1.30
C 0.283077 4.363986 -0.021549 -1.34 -1.93 0.12 -0.62
F 0.305082 5.537274 -0.592527 1.91 2.12 -0.98 0.11
F 0.781627 4.451709 1.226761 -0.22 0.04 -0.76 0.11
F -1.062612 4.193642 0.028852 0.24 -1.23 0.83 0.09
S 1.055965 2.909570 -1.091856 3.09 -0.80 -2.03 0.55
O 2.479148 2.637942 -0.716826 -3.00 1.56 -0.11 -0.34
O 0.173132 1.797252 -0.807333 -0.56 0.62 0.80 -0.41
O 0.879633 3.327826 -2.495091 0.08 0.71 2.03 -0.35
C 3.166867 -3.232999 0.820727 -1.61 2.17 -2.46 -0.60
F 2.963981 -2.890125 2.060249 0.05 -0.73 1.29 0.14
F 4.398620 -3.797257 0.692710 -0.88 -0.22 0.08 0.08
F 2.165999 -4.084393 0.386561 1.92 0.48 0.84 0.07
S 2.994265 -1.546522 -0.198797 0.16 1.71 -1.48 0.52
O 4.147844 -0.711528 0.162669 -0.77 -1.49 0.54 -0.35
O 2.976761 -1.935566 -1.590354 0.60 -0.95 0.55 -0.33
O 1.706921 -0.936528 0.187003 1.02 -0.90 0.73 -0.38
P -1.429528 -3.000747 0.775562 0.70 -0.73 2.01 0.20
F -0.134798 -2.905125 1.771207 0.35 0.53 -0.72 -0.18
F -0.655470 -2.110640 -0.430595 -1.26 -3.03 0.92 -0.24
F -0.806701 -4.366118 0.237540 0.08 -0.30 -1.13 -0.15
F -2.789855 -3.260339 -0.060836 0.73 0.88 -0.48 -0.15
F -2.130546 -3.826587 1.985946 -0.75 -0.18 0.53 -0.20
F -1.906317 -1.599168 1.384413 -0.79 -0.15 -0.22 -0.17
P 0.819989 1.017693 3.332793 0.71 1.40 -0.65 0.25
F 1.646911 2.041757 2.358597 0.05 -0.61 0.58 -0.18
F 2.003387 -0.054047 3.149944 -0.67 0.04 0.71 -0.14
F 1.536917 1.671371 4.694034 -0.14 -0.65 -0.64 -0.23
F -0.079985 0.036856 4.281366 0.67 0.45 -0.66 -0.17
F -0.287340 2.194367 3.413716 -0.57 -0.59 0.35 -0.17
F 0.065610 0.401445 1.967209 -0.02 0.19 1.69 -0.26
P -3.542154 1.139132 -0.208967 0.48 0.30 -0.49 0.26
F -4.309526 2.420903 0.516641 0.19 -1.24 -0.50 -0.20
F -4.018466 0.105754 0.957061 -0.98 0.85 -0.13 -0.18
F -4.835926 0.724269 -1.138926 0.58 0.60 0.73 -0.19
F -2.681339 -0.105329 -0.802270 -0.66 -0.05 -1.51 -0.20
F -3.026892 2.211957 -1.403037 -0.66 -1.57 1.33 -0.19
F -2.198916 1.385307 0.647542 -0.03 1.49 0.67 -0.20
P -0.024950 -0.570039 -3.660727 -0.89 0.35 -0.35 0.13
F -0.518321 -0.528711 -2.114946 -0.67 0.62 0.20 -0.25
F -1.167316 -1.706764 -3.913828 -0.11 0.19 -0.59 -0.18
F -1.149172 0.603436 -3.923289 1.15 -0.60 -0.75 -0.17
F 0.444222 -0.675626 -5.240774 -0.61 0.19 0.35 -0.20
F 1.154223 0.441603 -3.380250 -0.20 1.61 -0.25 -0.12
F 0.960587 -1.669757 -3.193731 1.06 -2.40 -0.57 -0.13
```
Forces are in eV/Å.

=====

Here is 2 unconnected molecules or ions with the total composition C7H8F6N from OMol25. Energies are from ωB97M-V/def2-TZVPD.

As for the expectation value of S²: 2.007. As for the multiplicity: 3. The frontier orbital gap (alpha / beta) comes out at 7.20 / 7.83 eV. The value obtained for the LUMO energy (alpha / beta) is -4.23 / -8.71 eV. For the largest force on an atom, the calculation gives 8.12 eV Å⁻¹. The calculation puts the energy relative to the best compared isomer or geometry (same formula, charge and spin) at 0.0 kJ/mol. For the highest occupied orbital energy (alpha / beta), the calculation gives -11.43 / -16.54 eV. Its net charge is +1.

XYZ file:
```
22
Properties=species:S:1:pos:R:3:forces:R:3:lowdin_charge:R:1
C -0.530260 -1.196541 1.269598 -4.63 -3.80 1.62 0.13
C 0.405480 -0.317842 0.924849 3.40 6.66 -3.16 0.10
C -1.966649 -1.112702 0.851494 0.07 0.20 -0.17 -0.20
C -2.098262 -0.093280 -0.300406 0.06 0.38 -0.06 -0.39
C -1.296470 1.184518 0.124502 -0.72 0.19 -0.40 -0.42
C 2.413039 1.122019 -0.630227 0.50 -0.47 0.29 -0.04
C 1.017008 1.493667 -0.526178 2.32 3.32 -2.78 -0.08
N 0.125773 0.833309 0.155136 -2.01 -5.27 4.35 0.07
F -2.405255 -2.333671 0.449379 0.00 -0.20 -0.13 0.09
F -1.523885 -0.559574 -1.431495 0.06 -0.10 0.20 0.17
F -3.360352 0.221673 -0.586891 0.08 -0.01 0.35 0.19
F -1.659055 1.567946 1.360051 0.03 -0.24 0.10 0.19
F -1.509267 2.212020 -0.687987 0.13 -0.44 -0.10 0.20
F 2.324627 -2.164211 -1.168238 -0.04 -0.37 -0.08 -0.07
H -0.267949 -2.072206 1.844172 0.10 -0.04 0.04 0.16
H 1.435251 -0.436848 1.217201 0.24 -0.09 -0.29 0.16
H -2.615757 -0.790358 1.685546 0.26 0.16 -0.12 0.20
H 2.903301 1.688573 -1.417511 -0.04 -0.08 0.01 0.10
H 2.947763 1.327786 0.304876 0.12 0.07 0.09 0.11
H 2.524196 0.046698 -0.800915 0.11 0.00 -0.17 0.07
H 2.479816 -2.990411 -1.576226 -0.03 0.36 0.14 0.11
H 0.656907 2.369443 -1.060726 -0.01 -0.24 0.29 0.15
```
Forces are in eV/Å.

=====

Here is a molecular structure, C6H8N3O2P3 from OMol25. Energies are from ωB97M-V/def2-TZVPD.

As for the expectation value of S²: 2.010. As for the multiplicity: 3. The frontier orbital gap (alpha / beta) comes out at 5.28 / 5.96 eV. The value obtained for the LUMO energy (alpha / beta) is 0.29 / -2.72 eV. For the largest force on an atom, the calculation gives 7.17 eV Å⁻¹. For the highest occupied orbital energy (alpha / beta), the calculation gives -5.00 / -8.68 eV.

XYZ file:
```
22
Properties=species:S:1:pos:R:3:forces:R:3:lowdin_charge:R:1
C -0.806668 -1.579237 1.605010 0.52 -1.57 1.82 -0.11
C 0.033382 -0.702558 2.200508 -0.47 1.37 1.85 -0.11
C -0.765856 -1.758694 0.287203 -1.82 -0.81 -1.65 -0.13
C 0.830517 0.164950 1.516455 0.38 0.41 -1.80 -0.07
C -0.102978 -0.886219 -0.496202 2.60 2.03 -0.42 -0.04
C 0.792759 0.073629 0.109819 -1.88 -1.67 1.02 -0.33
N -2.049296 2.358736 0.148786 -3.24 -1.60 -5.81 -0.60
N -0.371098 2.262449 -2.093183 -1.94 0.58 0.79 -0.33
N 0.521866 3.091395 0.568509 2.98 -1.24 -6.40 -0.46
O 1.907040 2.857089 -2.100489 -1.33 2.22 0.94 -0.11
O 1.512105 0.929973 -0.660987 0.05 1.79 -1.43 -0.17
P -0.940794 2.782944 1.197808 1.04 1.94 6.21 0.48
P -2.104554 2.157942 -1.465264 1.78 0.99 1.28 0.79
P 0.863610 2.437107 -0.976512 -0.91 -0.75 2.80 0.58
H -1.337724 -2.331602 2.134224 -0.65 -0.04 0.93 0.10
H -0.100212 -0.442716 3.233816 0.17 -0.51 0.60 0.11
H -1.450050 -2.511298 -0.093464 0.29 0.07 -0.52 0.12
H 1.331045 0.966897 2.059204 0.18 -0.31 -0.49 0.11
H -0.214893 -0.952949 -1.559604 0.33 0.17 -0.50 0.10
H -0.245001 2.835652 -2.953916 -0.06 -0.75 1.02 0.06
H 2.673120 2.344499 -2.114112 2.25 -1.35 0.11 0.05
H -2.194317 0.781344 -1.487014 -0.28 -0.96 -0.35 -0.08
```
Forces are in eV/Å.

=====

Here is a gas-phase ion, C7H14N3O (charge +1) from OMol25. Energies are from ωB97M-V/def2-TZVPD.

The frontier orbital gap comes out at 10.48 eV. The value obtained for the LUMO energy is -3.57 eV. For the largest force on an atom, the calculation gives 4.06 eV Å⁻¹. The calculation puts the energy relative to the best compared isomer or geometry (same formula, charge and spin) at 230.2 kJ/mol. For the highest occupied orbital energy, the calculation gives -14.05 eV. Its net charge is +1. Its SMILES is CO/C=[NH+]/[C@H](C)N[C@H](C)C#N.

XYZ file:
```
25
Properties=species:S:1:pos:R:3:forces:R:3:lowdin_charge:R:1
C 1.226677 3.725582 0.117070 0.40 0.15 1.12 -0.01
O 1.053383 2.566666 -0.668873 0.04 -3.16 -1.47 -0.03
C 1.152554 1.335173 -0.205494 -0.89 2.21 -0.59 -0.13
N 0.948717 0.285888 -0.952338 0.23 0.44 4.03 0.15
C 0.761930 -1.087434 -0.209061 3.07 0.33 -0.74 -0.39
C 1.774345 -1.947696 -1.064488 0.55 -1.17 3.10 -0.03
N -0.536309 -1.528915 -0.230848 -2.27 -0.30 -1.26 0.01
C -1.519120 -1.093293 0.803416 1.25 -0.52 -0.65 -0.35
C -2.925923 -1.599895 0.586245 -0.05 -0.33 -2.82 -0.03
C -1.399556 0.368811 1.031429 -0.37 0.13 0.03 -0.13
N -1.226558 1.499596 1.165298 -0.04 -0.44 -0.03 0.20
H 2.174472 4.210976 -0.153325 -0.57 0.02 -0.25 0.11
H 1.338478 3.348380 1.123073 -0.21 0.53 0.67 0.09
H 0.323415 4.335943 -0.012762 0.55 -0.10 0.11 0.12
H 1.285401 1.193256 0.867785 0.64 0.10 -0.21 0.15
H 0.351001 0.337459 -1.714377 -0.77 0.57 -2.29 0.14
H 1.142159 -0.998066 0.861334 -0.47 0.30 -1.41 0.18
H 1.169594 -2.507766 -1.831380 1.22 0.76 0.29 0.09
H 2.125683 -2.737192 -0.235660 -0.47 1.31 -2.28 0.12
H 2.705585 -1.281754 -1.331212 -2.06 -1.69 0.00 0.12
H -0.924676 -1.614484 -1.199030 0.28 -0.05 1.32 0.16
H -1.176084 -1.609817 1.683179 0.23 0.17 0.76 0.15
H -3.400863 -1.170348 -0.366003 0.60 -0.49 1.45 0.12
H -3.470679 -1.321101 1.436530 -1.13 0.42 1.04 0.07
H -2.953625 -2.709969 0.499492 0.26 0.81 0.09 0.11
```
Forces are in eV/Å.

=====

Here is C2H4ClN in the gas phase from OMol25. Energies are from ωB97M-V/def2-TZVPD.

The frontier orbital gap comes out at 10.32 eV. The value obtained for the LUMO energy is 1.10 eV. For the largest force on an atom, the calculation gives 5.28 eV Å⁻¹. The calculation puts the energy relative to the best compared isomer or geometry (same formula, charge and spin) at 199.4 kJ/mol. For the highest occupied orbital energy, the calculation gives -9.22 eV. Its SMILES is [H]/N=C/CCl.

XYZ file:
```
8
Properties=species:S:1:pos:R:3:forces:R:3:lowdin_charge:R:1
H 0.154635 1.025630 -2.323610 0.30 0.00 0.97 0.06
N -0.210944 0.527067 -1.499008 -0.38 -0.81 0.10 0.05
C 0.439732 0.385281 -0.439232 -2.81 -1.35 1.31 -0.19
C -0.344243 -0.719141 0.886653 3.17 2.89 -3.07 -0.55
Cl -0.850975 0.129510 2.345153 0.02 -0.10 -0.43 0.49
H 1.344111 0.836113 -0.197040 1.90 0.72 0.52 0.05
H -1.106171 -0.842554 0.114337 -0.31 -1.36 1.02 0.03
H 0.573856 -1.341905 1.112747 -1.89 0.01 -0.42 0.06
```
Forces are in eV/Å.

=====

Here is 4 unconnected molecules or ions with the total composition C3H16N2O3 from OMol25. Energies are from ωB97M-V/def2-TZVPD.

The frontier orbital gap comes out at 10.20 eV. The value obtained for the LUMO energy is 0.85 eV. For the largest force on an atom, the calculation gives 1.17 eV Å⁻¹. The calculation puts the energy relative to the best compared isomer or geometry (same formula, charge and spin) at 18.3 kJ/mol. For the highest occupied orbital energy, the calculation gives -9.36 eV. Its SMILES is NCCCN.O.O.O.

XYZ file:
```
24
Properties=species:S:1:pos:R:3:forces:R:3:lowdin_charge:R:1
N -1.772942 -0.442031 1.152083 0.28 -0.06 -0.56 -0.01
C -1.516217 -0.690926 -0.283042 -0.37 0.80 -0.61 -0.29
C -0.037763 -0.861850 -0.596162 -0.68 -0.30 0.91 -0.23
C 0.263581 -1.023364 -2.068298 0.57 0.16 -0.19 -0.28
N 0.392184 0.291605 -2.707868 -0.17 0.27 0.04 0.00
H -2.774335 -0.516729 1.274007 -0.04 -0.07 0.36 0.07
H -1.552131 0.540372 1.310453 0.04 -0.04 0.04 0.07
H -2.065461 -1.567212 -0.639528 0.09 -0.21 0.37 0.11
H -1.940460 0.133826 -0.872756 0.24 0.03 -0.11 0.11
H 0.257980 -1.710347 0.021206 0.35 -0.40 -0.34 0.10
H 0.526252 -0.026784 -0.184067 -0.01 0.20 -0.15 0.09
H 1.192489 -1.593963 -2.153072 0.04 -0.04 -0.17 0.10
H -0.484895 -1.589870 -2.615458 -0.29 -0.16 0.20 0.11
H -0.031306 0.360958 -3.625720 0.18 -0.18 0.16 0.06
H 1.358986 0.570510 -2.766517 0.04 0.08 -0.13 0.06
O 0.724097 -0.952893 2.690750 0.44 -0.14 0.05 -0.08
H -0.045364 -0.937430 2.098975 -0.40 0.01 0.09 -0.02
H 0.980759 -1.881820 2.748430 -0.08 0.22 0.02 0.04
O -0.073917 2.359597 0.253502 -0.06 0.23 -0.11 -0.08
H 0.749055 2.548851 0.731090 -0.04 -0.29 -0.02 0.00
H 0.180727 2.300965 -0.675190 -0.12 -0.09 0.01 0.02
O 2.026240 1.865160 2.063311 -0.05 -0.05 0.44 -0.06
H 1.382790 1.896259 2.786979 0.16 0.05 -0.15 0.05
H 2.259652 0.927115 2.056891 -0.12 -0.02 -0.14 0.03
```
Forces are in eV/Å.